Entry 1:
Formula: C2H4N2O3
Source: the Open Molecules 2025 dataset
Level of theory: ωB97M-V/def2-TZVPD

```
11
Properties=species:S:1:pos:R:3
C 0.858 -0.499 -0.033
C -1.010 -1.199 -0.036
N -1.694 1.318 -0.012
O 1.409 -0.298 -1.255
O 1.736 -0.227 0.978
N -0.456 -0.082 0.129
O -1.786 -2.057 -0.118
H 2.362 -0.169 -1.157
H 1.343 -0.457 1.828
H -1.271 1.995 0.625
H -1.492 1.675 -0.949
```

Its spin multiplicity is 1. The value obtained for the calculated total energy is -413.6877 Eh. The value obtained for the relative energy (zero: lowest compared OMol25 entry of this formula, charge and spin) is 128.0 kcal/mol. For the molar mass, the calculation gives 104.06 g/mol. The value obtained for the frontier orbital gap (spin up / spin down) is 7.74 / 7.81 eV.



Entry 2:
Formula: CH5ClNP
Source: the Open Molecules 2025 dataset
Level of theory: ωB97M-V/def2-TZVPD

```
9
Properties=species:S:1:pos:R:3
C -0.022 1.084 -0.167
P 1.113 -0.237 -0.802
N 0.522 -1.480 0.230
Cl 2.759 0.217 0.260
H 0.340 2.055 -0.499
H -0.046 1.044 0.921
H -1.021 0.926 -0.569
H -0.459 -1.663 0.060
H 1.037 -2.345 0.103
```

The SMILES is CP(N)Cl. Its spin multiplicity is 1. The value obtained for the calculated total energy is -897.4330 Eh. The value obtained for the relative energy (zero: lowest compared OMol25 entry of this formula, charge and spin) is 0.0 kcal/mol. For the molar mass, the calculation gives 97.48 g/mol. The value obtained for the frontier orbital gap is 9.72 eV.



Entry 3:
Formula: C31H28N8OPtS2
Source: the Open Molecules 2025 dataset
Level of theory: ωB97M-V/def2-TZVPD

```
71
Properties=species:S:1:pos:R:3
Pt -0.539 0.243 -0.140
C -2.507 -3.244 -1.756
C -2.284 -1.929 -1.367
N -1.196 -1.608 -0.680
C -0.287 -2.578 -0.407
C -0.521 -3.867 -0.851
N -1.627 -4.202 -1.503
C 0.914 -2.126 0.323
C 1.801 -2.888 1.052
C 2.827 -2.272 1.778
C 2.919 -0.875 1.710
C 2.012 -0.157 0.961
N 1.057 -0.797 0.273
C 1.900 1.308 0.845
C 2.946 2.203 1.004
N 2.797 3.508 0.831
C 1.601 3.942 0.458
C 0.543 3.070 0.245
N 0.683 1.769 0.465
C 3.735 -3.059 2.650
C 4.843 -2.477 3.261
C 5.626 -3.235 4.121
N 5.374 -4.511 4.386
C 4.334 -5.084 3.793
C 3.494 -4.404 2.923
H -3.408 -3.533 -2.282
H -2.971 -1.125 -1.595
H 0.211 -4.650 -0.689
H 1.673 -3.960 1.074
H 3.666 -0.340 2.276
H 3.937 1.847 1.265
H 1.486 5.010 0.322
H -0.424 3.406 -0.103
H 5.136 -1.453 3.074
H 6.485 -2.797 4.616
H 4.162 -6.128 4.027
H 2.667 -4.944 2.483
C -0.452 4.459 -6.126
C -0.938 3.227 -5.444
C -2.125 2.607 -5.700
C -2.447 1.446 -4.975
N -1.655 0.963 -4.022
C -0.483 1.559 -3.776
S 0.640 0.974 -2.646
N -0.142 2.680 -4.493
C -3.690 0.680 -5.273
H -1.172 4.804 -6.862
H 0.498 4.270 -6.631
H -0.286 5.256 -5.399
H -2.796 2.999 -6.449
H 0.768 3.078 -4.311
H -4.398 1.264 -5.857
H -4.156 0.336 -4.352
H -3.419 -0.207 -5.850
C -4.382 1.835 1.763
S -2.648 2.091 1.381
O -2.413 1.353 0.042
C -1.944 1.037 2.656
C -2.175 -0.334 2.599
C -1.521 -1.162 3.495
C -0.645 -0.619 4.432
C -0.436 0.751 4.489
C -1.084 1.590 3.589
H -4.664 0.797 1.603
H -4.973 2.493 1.128
H -4.510 2.120 2.807
H -2.884 -0.743 1.891
H -1.700 -2.229 3.469
H -0.140 -1.270 5.134
H 0.230 1.170 5.232
H -0.923 2.662 3.614
```

The net charge is +2. Its spin multiplicity is 1. The value obtained for the calculated total energy is -2626.6208 Eh. The value obtained for the relative energy (zero: lowest compared OMol25 entry of this formula, charge and spin) is 0.0 kcal/mol. For the molar mass, the calculation gives 787.83 g/mol. The value obtained for the frontier orbital gap is 5.93 eV.